The following is a quantum chemistry calculation of one molecule with the formula CH3N2OP at a distorted geometry, from the Open Molecules 2025 dataset.

Summary:
- 2S+1: 1
- Kohn-Sham gap (alpha / beta): 8.076 / 8.073 eV
- Energy relative to the best compared isomer or geometry (same formula, charge and spin): 84.0 kcal per mole
- Net charge: 0
- Electronic energy: -15398.6083 eV

Geometry as XYZ:
```
8
Properties=species:S:1:pos:R:3:forces:R:3:mulliken_charge:R:1
C 0.128 -1.593 -0.505 1.5 -2.2 2.0 -0.27
N 0.281 -0.392 -0.662 -1.3 -0.3 -1.2 0.39
N 0.509 0.729 -0.461 1.8 2.0 -1.0 -0.44
O -0.933 1.111 1.741 -2.2 -1.2 1.6 -0.50
P 0.126 1.602 0.902 1.0 3.7 -1.5 0.25
H -0.520 -2.110 -1.166 -0.4 -0.8 -0.2 0.26
H 0.749 -1.987 0.362 -1.0 -0.3 -1.2 0.22
H -0.341 2.640 -0.211 0.5 -1.0 1.5 0.08
```
Forces are in eV/Å.

The following is a quantum chemistry calculation of C36H90N6Na3O16P as an isolated structure at a distorted geometry, from the Open Molecules 2025 dataset.

Summary:
- 2S+1: 1
- Kohn-Sham gap: 7.833 eV
- Energy relative to the best compared isomer or geometry (same formula, charge and spin): 117.3 kcal per mole
- Net charge: 0
- Electronic energy: -103029.0435 eV

Geometry as XYZ:
```
152
Properties=species:S:1:pos:R:3:forces:R:3:mulliken_charge:R:1
Na -0.818 2.489 -2.795 0.0 -0.3 -0.3 0.69
Na -2.294 -0.249 0.505 -0.2 -0.5 0.7 0.50
Na 2.146 2.198 -0.389 0.2 -0.1 0.1 0.76
P -0.175 0.986 -0.825 0.5 0.7 -0.1 -3.03
O -0.090 2.538 -0.582 -0.4 -0.3 1.0 -1.01
O -1.613 0.687 -1.341 0.5 0.2 -0.2 -0.55
O 0.179 0.080 0.385 -0.8 0.6 -0.5 -0.41
O 0.908 0.875 -1.928 0.2 -1.0 -0.1 1.93
C 3.299 -1.820 -7.450 -1.3 0.6 -0.5 -1.04
O 3.102 -1.980 -6.074 0.6 0.3 0.0 0.01
C 4.347 -2.306 -5.459 -1.1 0.3 1.1 -1.29
C 4.138 -2.329 -3.918 1.1 -1.4 0.0 0.21
N 3.705 -3.652 -3.404 -1.0 0.2 -0.7 -0.40
C 2.247 -3.888 -3.554 0.1 1.1 0.2 -1.12
C 1.348 -3.154 -2.495 0.9 -0.8 0.2 1.09
O 1.710 -3.718 -1.232 -0.3 0.2 1.0 -0.54
C 1.096 -3.165 -0.001 1.5 -0.6 -1.8 -0.40
H 3.420 -2.791 -7.931 0.6 0.1 -0.2 0.30
H 4.009 -1.030 -7.695 1.0 -0.5 0.1 0.40
H 2.420 -1.357 -7.900 -0.6 -0.4 0.3 0.26
H 5.104 -1.558 -5.695 0.0 0.4 -0.1 0.47
H 4.719 -3.236 -5.889 0.0 -0.4 0.4 0.54
H 3.567 -1.486 -3.529 -0.5 0.1 -0.5 -0.28
H 5.141 -2.139 -3.536 0.2 -0.2 0.3 0.55
H 3.956 -3.860 -2.448 0.2 0.4 0.1 0.34
H 2.045 -4.959 -3.575 0.0 0.0 0.4 0.46
H 1.996 -3.516 -4.547 -0.2 0.0 0.0 0.24
H 0.288 -3.308 -2.698 -0.3 -0.2 -0.1 0.17
H 1.506 -2.076 -2.487 0.2 0.3 -0.1 -0.52
H 1.514 -3.774 0.800 -0.4 -0.4 0.0 0.29
H 0.012 -3.220 -0.100 0.0 0.3 0.3 0.21
H 1.512 -2.174 0.183 -0.7 0.4 -0.2 0.13
C 4.478 2.501 -6.174 -0.5 -0.4 -1.9 -0.64
O 3.935 2.752 -4.955 1.4 0.5 2.6 -0.39
C 2.559 2.664 -4.726 0.2 -0.2 -1.0 -0.73
C 2.034 1.318 -5.191 -0.7 -0.4 0.3 0.02
N 0.729 1.006 -4.616 -0.5 0.5 -0.9 -0.09
C 0.249 -0.287 -5.063 -1.8 -0.8 0.0 0.31
C -1.221 -0.550 -4.602 -0.5 0.7 -0.6 -0.28
O -2.019 0.492 -5.180 -1.4 1.7 0.8 -0.38
C -3.493 0.321 -5.324 2.6 -0.9 -0.8 -0.73
H 3.832 2.900 -6.956 0.0 0.5 -0.4 0.35
H 4.529 1.446 -6.445 0.2 -0.5 0.3 0.10
H 5.476 2.926 -6.281 -0.1 0.1 0.3 0.29
H 2.133 3.470 -5.322 -0.7 0.1 0.0 0.51
H 2.394 2.879 -3.670 0.0 -0.2 0.0 0.05
H 2.650 0.462 -4.919 1.0 0.2 -0.1 -0.15
H 2.009 1.369 -6.280 -0.3 -0.3 -0.1 0.66
H 0.903 0.852 -3.633 0.0 0.2 0.9 -0.30
H 0.849 -1.104 -4.664 0.3 -0.2 0.0 -0.35
H 0.218 -0.401 -6.147 0.3 0.3 -0.1 0.54
H -1.287 -0.583 -3.514 0.0 0.3 0.2 -0.46
H -1.712 -1.445 -4.984 0.8 -0.8 -0.1 0.74
H -4.034 -0.019 -4.441 0.3 0.1 0.1 0.06
H -3.485 -0.427 -6.117 -1.0 -0.4 0.1 0.42
H -3.928 1.221 -5.760 0.3 0.2 0.4 0.28
C -4.386 -2.361 2.153 0.8 0.3 0.1 -0.73
O -3.036 -1.976 2.099 1.9 0.7 -0.4 0.03
C -2.446 -1.782 3.380 -2.3 -0.6 1.1 -1.05
C -1.089 -1.174 3.486 0.6 0.0 -2.3 -0.32
N -1.071 0.197 2.904 -0.9 -0.2 1.9 2.39
C -1.009 1.226 3.945 0.8 -0.1 -0.9 0.51
C -2.111 1.223 4.954 0.5 1.0 1.2 -1.46
O -2.000 0.202 5.939 -0.7 -1.0 -0.2 -0.33
C -3.060 0.212 6.904 0.6 -0.1 -0.6 -0.79
H -4.620 -2.422 1.090 -0.7 -0.3 0.3 -0.04
H -4.959 -1.604 2.689 -0.3 0.2 -0.2 0.30
H -4.462 -3.280 2.735 -0.3 -0.4 -0.3 0.37
H -2.552 -2.728 3.912 0.7 -0.5 0.1 0.45
H -3.185 -1.207 3.938 0.1 0.8 0.3 0.32
H -0.422 -1.772 2.866 0.1 -0.2 -0.2 0.17
H -0.707 -1.302 4.499 -0.2 0.5 0.1 0.38
H -0.396 0.343 2.166 0.4 -0.2 -0.2 -0.95
H -0.915 2.212 3.489 -1.0 0.1 -0.3 -0.97
H -0.046 1.268 4.454 0.3 -0.7 0.7 0.04
H -3.090 1.296 4.478 -0.2 -0.3 0.1 0.26
H -1.921 2.115 5.550 -0.5 0.7 -0.2 0.96
H -4.052 0.179 6.454 -0.1 0.2 -0.3 0.31
H -2.979 1.102 7.529 -0.1 0.1 0.2 0.21
H -2.971 -0.702 7.490 0.2 0.2 0.1 0.29
C -1.091 3.590 8.710 0.2 0.8 1.2 -0.86
O -0.773 3.817 7.379 -1.1 -0.7 -0.4 -0.30
C 0.514 3.420 6.937 -0.5 1.1 0.4 -0.84
C 0.570 3.992 5.544 2.5 -0.4 -0.4 0.15
N 1.935 3.802 4.923 -1.1 1.0 -0.4 -0.27
C 1.960 4.297 3.545 0.4 -1.0 0.1 -1.85
C 0.857 3.846 2.575 0.5 1.1 0.0 0.85
O -0.343 4.547 2.888 0.6 -0.7 0.0 -0.44
C -1.257 4.486 1.822 -0.5 0.4 0.5 -0.27
H -0.372 4.076 9.370 0.7 -0.1 0.1 0.36
H -1.200 2.564 9.060 0.1 -0.4 -0.5 0.30
H -1.987 4.140 9.000 -0.4 -0.2 -0.6 0.28
H 0.700 2.351 7.036 -0.1 -0.2 -0.1 0.26
H 1.198 3.983 7.572 0.7 -0.3 0.0 0.63
H 0.513 5.075 5.663 -0.5 0.0 -0.1 0.26
H -0.225 3.669 4.873 0.0 -0.2 0.4 -0.06
H 2.504 2.979 5.066 -0.7 -0.2 0.1 0.33
H 2.910 4.013 3.092 0.1 -0.3 0.0 0.50
H 2.017 5.384 3.505 -0.5 0.2 0.3 0.40
H 0.708 2.780 2.403 -0.1 -0.3 0.7 -0.38
H 1.217 4.145 1.590 -0.1 0.5 -0.4 0.58
H -0.850 5.060 0.990 -0.2 -0.2 -0.4 0.28
H -2.158 4.960 2.212 -0.1 0.1 -0.2 0.30
H -1.498 3.458 1.551 0.2 -0.1 -0.4 -0.16
C 3.496 -3.077 4.094 0.6 1.7 -0.1 -0.81
O 3.544 -1.635 3.835 0.3 -1.0 0.1 -0.47
C 2.305 -0.999 3.557 0.9 0.2 0.3 -0.06
C 2.537 0.471 3.047 0.2 -1.8 1.1 0.54
N 2.613 0.519 1.627 0.6 1.4 -1.6 0.66
C 3.706 -0.254 1.038 -0.6 0.1 -1.4 -0.91
C 3.679 -0.328 -0.536 0.0 0.5 1.4 0.23
O 4.205 0.941 -1.044 -0.3 -0.9 1.4 -0.57
C 4.355 1.002 -2.425 -0.2 0.1 -1.0 -0.29
H 3.463 -3.285 5.164 -0.1 0.1 0.1 0.31
H 4.468 -3.395 3.719 -0.3 -0.5 0.0 0.28
H 2.660 -3.588 3.615 0.0 0.1 -0.3 0.28
H 1.746 -1.044 4.491 -0.7 0.2 -0.1 0.68
H 1.846 -1.556 2.740 -0.6 0.0 0.1 -0.18
H 3.490 0.817 3.446 0.1 0.0 0.3 0.89
H 1.742 1.064 3.498 0.0 0.3 -0.5 -1.68
H 1.760 0.240 1.164 -0.8 -0.2 0.1 -0.47
H 3.596 -1.279 1.390 0.8 -0.2 0.1 0.36
H 4.661 0.224 1.257 0.1 -0.4 0.5 0.51
H 2.695 -0.585 -0.929 -0.4 0.7 -0.1 -0.32
H 4.249 -1.220 -0.794 0.9 0.3 -0.3 0.61
H 3.366 0.941 -2.879 0.1 -0.3 -0.3 -0.11
H 5.041 0.252 -2.819 -0.1 -0.5 0.1 0.26
H 4.797 1.940 -2.763 -0.1 0.3 0.6 0.40
C -5.204 -5.696 -2.480 0.3 -0.3 0.2 -0.76
O -4.560 -4.529 -2.902 0.5 0.5 -0.3 -0.40
C -4.498 -3.537 -1.898 0.1 1.1 -0.7 -0.67
C -3.653 -2.275 -2.378 -0.9 -0.2 0.2 -0.04
N -3.720 -1.112 -1.491 -1.0 -0.6 2.0 1.11
C -5.018 -0.369 -1.371 1.0 0.4 -1.5 -0.89
C -4.963 0.969 -0.600 -0.1 -1.7 0.8 -0.45
O -4.851 0.572 0.796 0.6 1.4 -0.4 -0.26
C -4.509 1.689 1.666 -0.3 -1.6 -0.3 -0.39
H -4.672 -6.107 -1.622 0.3 -0.5 -0.1 0.33
H -5.220 -6.353 -3.350 0.1 -0.2 0.3 0.25
H -6.221 -5.594 -2.102 -0.4 0.6 -0.3 0.30
H -4.105 -3.939 -0.964 0.3 0.0 0.1 0.27
H -5.545 -3.288 -1.726 -0.1 0.6 0.4 0.45
H -3.950 -1.944 -3.373 -0.6 -0.5 -0.4 0.16
H -2.605 -2.541 -2.515 0.1 -0.2 0.4 -0.17
H -2.947 -0.484 -1.662 0.2 0.4 -0.3 0.02
H -5.853 -0.963 -1.000 0.3 -0.2 0.2 0.32
H -5.232 -0.112 -2.409 -0.8 0.3 -0.3 0.38
H -5.875 1.557 -0.709 -0.3 -0.2 -0.2 0.54
H -4.150 1.594 -0.969 0.5 -0.1 0.4 0.08
H -4.237 1.201 2.602 0.4 0.2 0.0 -0.27
H -5.370 2.312 1.908 0.0 0.3 -0.5 0.41
H -3.671 2.216 1.211 0.0 0.4 0.3 0.34
```
Forces are in eV/Å.

Number 2 is which compound?
C36H90N6Na3O16P

Among the records above, which one has the lowest energy relative to the best compared isomer or geometry (same formula, charge and spin)?
CH3N2OP

Which of these has the highest electronic energy?
CH3N2OP

Which value of energy relative to the best compared isomer or geometry (same formula, charge and spin) does entry 1 give?
84.0 kcal per mole